No. 1
The following is a quantum chemistry calculation of a cluster of 2 separate species, C9H11NO3 in total, from the Open Molecules 2025 dataset.

Properties
HOMO energy (alpha / beta)   -9.200 / -9.238 eV
F_max   3.31 eV Å⁻¹
Total energy   -17137.7285 eV
Orbital gap (alpha / beta)   7.73 / 6.88 eV
ΔE to the lowest compared entry with this formula, charge and spin   7.032 eV

XYZ file:
```
24
Properties=species:S:1:pos:R:3:mulliken_charge:R:1
N -1.36 -3.09 0.96 0.750
O -0.91 -3.45 2.03 -0.359
O -1.20 -3.43 -0.18 -0.346
C -0.02 0.31 3.17 -1.127
C 0.07 0.80 1.73 -0.480
C -0.06 -0.43 0.73 0.041
C 0.13 0.14 -0.67 0.663
C -0.95 0.75 -1.34 -0.409
C -0.75 1.22 -2.65 -0.431
C 0.49 1.11 -3.29 -0.561
C 1.55 0.55 -2.58 -0.483
C 1.39 0.07 -1.27 -0.448
O -1.18 -1.13 0.86 -0.509
H 0.05 1.18 3.85 0.372
H -1.00 -0.17 3.37 0.257
H 0.75 -0.44 3.43 0.302
H -0.76 1.47 1.48 0.347
H 1.00 1.37 1.54 0.344
H 0.90 -0.97 0.90 0.338
H -1.94 0.80 -0.84 0.313
H -1.59 1.68 -3.19 0.350
H 0.64 1.56 -4.27 0.368
H 2.51 0.46 -3.04 0.393
H 2.23 -0.37 -0.74 0.317
```

---

No. 2
The following is a quantum chemistry calculation of a structure of composition C45H38FN9O5SSc, from the Open Molecules 2025 dataset.

Properties
Charge   +1
HOMO energy   -8.881 eV
F_max   0.49 eV Å⁻¹
Total energy   -105186.6348 eV
Orbital gap   6.00 eV
ΔE to the lowest compared entry with this formula, charge and spin   0.023 eV

XYZ file:
```
100
Properties=species:S:1:pos:R:3:mulliken_charge:R:1
Sc -0.50 -0.75 0.45 -0.813
C 3.29 -5.18 0.38 -0.741
C 3.10 -4.34 1.47 -0.668
C 1.91 -3.65 1.63 -0.290
C 0.88 -3.76 0.69 -1.284
C 1.07 -4.62 -0.39 0.402
C 2.26 -5.32 -0.55 -0.798
N -0.30 -3.00 0.78 1.951
C -1.44 -3.68 1.00 1.038
C -1.51 -5.02 1.47 -1.169
C -2.72 -5.61 1.73 -0.642
C -3.94 -4.93 1.53 -0.820
C -3.93 -3.66 1.05 -1.022
C -2.69 -3.03 0.77 0.237
N -2.58 -1.80 0.21 2.763
N -3.61 -1.19 -0.19 -2.017
C -3.30 -0.03 -0.90 -0.248
C -4.34 0.68 -1.48 -0.625
C -4.05 1.75 -2.29 -0.430
C -2.71 2.08 -2.51 -1.288
C -1.74 1.34 -1.87 -0.537
N -2.01 0.31 -1.06 1.082
H 4.22 -5.72 0.26 0.419
H 3.88 -4.24 2.21 0.446
H 1.76 -3.00 2.48 0.353
H 0.27 -4.73 -1.12 0.438
H 2.39 -5.99 -1.39 0.454
H -0.59 -5.57 1.64 0.445
H -2.73 -6.62 2.10 0.423
H -4.88 -5.43 1.76 0.417
H -4.84 -3.10 0.88 0.481
H -5.36 0.35 -1.29 0.578
H -4.84 2.32 -2.76 0.442
H -2.43 2.90 -3.16 0.550
H -0.69 1.56 -2.02 0.732
N 1.75 -2.69 -2.98 0.269
C 1.10 -2.65 -4.23 -0.294
C 1.78 -2.87 -5.41 -0.785
C 1.10 -2.80 -6.62 -0.608
C -0.25 -2.48 -6.64 -0.721
C -0.92 -2.23 -5.46 -0.639
C -0.25 -2.34 -4.25 1.084
S -1.09 -2.18 -2.70 -0.193
N 0.16 -1.51 -1.73 0.396
C 1.36 -1.91 -1.93 0.575
C 2.39 -1.46 -0.96 -0.389
C 3.75 -1.50 -1.24 -0.454
C 4.64 -1.02 -0.29 -1.157
C 4.14 -0.51 0.89 -1.179
C 2.77 -0.51 1.08 -0.995
N 1.91 -0.98 0.19 1.662
H 2.68 -3.08 -2.94 0.387
H 2.84 -3.09 -5.39 0.407
H 1.63 -3.00 -7.54 0.399
H -0.77 -2.42 -7.59 0.403
H -1.97 -1.96 -5.46 0.466
H 4.11 -1.86 -2.19 0.506
H 5.70 -1.04 -0.49 0.492
H 4.80 -0.12 1.65 0.559
H 2.34 -0.11 1.99 0.583
C -0.20 6.70 2.84 -1.358
C -0.97 6.36 1.57 -0.311
C -0.74 7.35 0.43 -1.049
C 0.71 7.30 -0.03 -1.202
C 1.12 5.88 -0.34 0.890
C 2.16 5.62 -1.20 -0.595
C 2.53 4.31 -1.49 -0.250
F 3.55 4.11 -2.33 -0.366
C 1.87 3.24 -0.96 -0.747
C 0.80 3.48 -0.08 0.697
C 0.08 2.34 0.47 0.259
O 0.44 1.18 0.12 -0.004
C -1.00 2.65 1.34 -0.033
C -1.28 3.96 1.62 -0.039
N -0.62 5.00 1.11 0.162
C 0.44 4.79 0.23 -0.591
C -1.85 1.61 2.05 -0.100
O -2.65 2.01 2.88 -0.814
O -1.68 0.39 1.70 -0.216
H -0.44 7.71 3.17 0.396
H 0.88 6.64 2.67 0.363
H -0.45 6.00 3.63 0.395
H -2.04 6.34 1.80 0.516
H -1.00 8.35 0.77 0.427
H -1.41 7.10 -0.40 0.358
H 1.37 7.71 0.74 0.365
H 0.85 7.92 -0.92 0.491
H 2.71 6.43 -1.67 0.531
H 2.15 2.23 -1.20 0.774
H -2.09 4.17 2.31 0.666
N -1.16 -1.32 5.86 -0.615
C -0.08 -0.88 5.00 -0.451
C -0.39 -1.24 3.56 0.410
O -1.46 -1.96 3.40 -0.407
O 0.33 -0.89 2.63 -0.176
H -0.85 -1.79 6.70 0.205
H -1.86 -2.05 4.30 0.497
H -1.78 -0.56 6.13 0.229
H 0.86 -1.38 5.27 0.363
H 0.12 0.19 5.04 0.294
```

---

No. 3
The following is a quantum chemistry calculation of a cluster of 2 separate species, C6H6F4N2 in total, from the Open Molecules 2025 dataset.

Properties
2S+1   3
HOMO energy (alpha / beta)   -7.758 / -9.644 eV
F_max   1.63 eV Å⁻¹
Total energy   -20165.6726 eV
Orbital gap (alpha / beta)   8.56 / 8.95 eV

XYZ file:
```
18
Properties=species:S:1:pos:R:3:mulliken_charge:R:1
C -1.54 -0.03 1.92 -0.451
C -0.55 -0.78 1.35 -0.378
C -2.16 -0.36 -0.09 -0.070
C 1.53 1.63 -0.06 -0.772
C 1.84 0.75 -1.20 0.505
C -0.21 -1.60 -0.94 0.539
N -2.53 0.22 1.01 -0.598
N -0.95 -1.00 0.05 0.189
F 1.45 1.12 -2.42 -0.264
F 3.02 0.15 -1.27 -0.279
F 0.59 -2.61 -0.57 -0.259
F -0.86 -1.88 -2.07 -0.263
H -1.61 0.35 2.92 0.410
H 0.36 -1.18 1.73 0.470
H -2.71 -0.36 -1.01 0.403
H 1.98 1.23 0.84 0.287
H 0.45 1.71 0.07 0.190
H 1.92 2.64 -0.24 0.340
```

---

No. 4
The following is a quantum chemistry calculation of an isolated molecule of C4H5I, from the Open Molecules 2025 dataset.

Properties
HOMO energy   -7.246 eV
F_max   4.44 eV Å⁻¹
Total energy   -12322.6348 eV
Orbital gap   7.60 eV
ΔE to the lowest compared entry with this formula, charge and spin   5.434 eV

XYZ file:
```
10
Properties=species:S:1:pos:R:3:mulliken_charge:R:1
C -0.78 -1.11 -0.60 -0.322
C 0.20 -1.31 0.49 -0.475
C -1.13 -0.40 0.39 -0.280
C 0.60 1.55 -0.12 -1.038
I 2.06 0.07 0.07 0.199
H -0.84 -1.42 -1.56 0.399
H 0.38 -2.07 1.20 0.491
H -1.63 0.46 0.77 0.376
H 0.77 2.44 0.44 0.311
H 0.36 1.79 -1.08 0.339
```